(1)
# C4H6O2S

2 unconnected molecules or ions with the total composition C4H6O2S at a distorted geometry (wB97M-V/def2-TZVPD, the Open Molecules 2025 dataset).

XYZ file:
```
13
Properties=species:S:1:pos:R:3:forces:R:3
C -0.090 0.067 2.960 -0.800 0.163 1.437
C -0.956 2.166 -0.146 -1.456 1.591 0.529
C 0.274 -0.244 -0.348 -2.488 0.651 1.423
C 0.257 -1.715 -0.328 2.381 -2.519 -0.121
O -1.221 0.314 2.850 0.403 -0.121 -0.563
O 0.998 -0.164 3.282 0.375 -0.083 -0.736
S -1.266 0.594 -0.254 2.139 -2.054 -1.092
H -1.843 2.837 -0.230 1.024 -0.648 0.107
H -0.063 2.497 0.346 0.367 0.363 -0.152
H 1.052 0.227 0.211 0.723 0.662 -0.173
H 0.748 -2.384 0.491 -0.857 1.885 -0.295
H 0.956 -2.090 -1.135 -1.082 0.385 0.127
H -0.714 -2.141 -0.442 -0.729 -0.274 -0.491
```
Positions in Å, forces in eV/Å.

The HOMO-LUMO gap (spin up / spin down) comes out at 7.80 / 7.50 eV.

***

(2)
# C4H6O2S

2 unconnected molecules or ions with the total composition C4H6O2S at a distorted geometry (wB97M-V/def2-TZVPD, the Open Molecules 2025 dataset).

XYZ file:
```
13
Properties=species:S:1:pos:R:3:forces:R:3
C -1.646 1.873 -0.196 0.258 -0.455 -2.854
C -1.995 0.633 -0.515 -1.211 -1.351 1.308
C 0.763 0.065 -0.845 -1.592 -2.485 -2.167
C 0.104 -0.717 -0.015 0.346 -1.557 0.636
O -0.634 2.331 0.520 2.121 -2.144 4.386
O -3.772 -0.529 0.891 1.040 -0.968 -1.384
S -2.751 -0.764 -0.207 -1.628 2.681 1.384
H -1.866 2.554 -1.041 -0.316 0.358 0.979
H -0.221 1.633 1.329 -2.268 2.689 -3.724
H 1.071 0.970 -0.470 1.431 1.902 0.230
H 0.610 -0.156 -1.936 0.690 0.644 1.103
H 0.155 -0.518 1.058 -0.237 -0.183 -0.097
H -0.523 -1.606 -0.299 1.365 0.868 0.199
```
Positions in Å, forces in eV/Å.

The HOMO-LUMO gap (spin up / spin down) comes out at 8.45 / 8.45 eV.

***

(3)
# C4H6O2S2

A single C4H6O2S2 molecule at a distorted geometry (wB97M-V/def2-TZVPD, the Open Molecules 2025 dataset).

XYZ file:
```
14
Properties=species:S:1:pos:R:3:forces:R:3
C 1.949 -0.066 0.612 -2.669 -0.575 -0.954
C 0.197 0.923 -0.331 1.463 -0.687 -0.647
C -1.613 -0.655 -0.191 -2.071 0.596 0.601
C -1.050 0.628 0.377 0.605 -0.893 2.566
O 2.709 -2.479 0.228 -1.542 1.128 -0.505
O 2.638 1.986 -0.555 -0.223 1.210 -0.243
S 1.616 -1.501 -0.095 2.275 -0.297 1.204
S 1.580 1.692 0.409 0.370 -1.100 -0.806
H 0.091 0.534 -1.389 1.252 0.953 0.986
H -2.477 -0.757 0.485 -0.391 -0.623 -0.955
H -1.067 -1.543 -0.089 1.195 -0.953 0.388
H -1.869 -0.586 -1.261 -0.281 0.242 0.489
H -0.839 0.470 1.531 -0.513 0.522 -2.148
H -1.864 1.353 0.271 0.530 0.477 0.024
```
Positions in Å, forces in eV/Å.

The HOMO-LUMO gap comes out at 8.17 eV.

***

(4)
# C4H6O2S2

2 unconnected molecules or ions with the total composition C4H6O2S2 at a distorted geometry (wB97M-V/def2-TZVPD, the Open Molecules 2025 dataset).

XYZ file:
```
14
Properties=species:S:1:pos:R:3:forces:R:3
C -1.563 -1.307 -1.291 0.738 3.793 0.204
C -0.609 -0.035 -1.435 -0.624 -0.030 -0.834
C 0.859 -0.275 -1.565 0.170 -0.154 -2.161
C 0.133 0.784 0.694 -0.831 -0.966 -1.267
H -0.749 -3.726 -1.005 -0.458 2.972 2.004
H -1.505 -1.906 -2.178 -0.619 -0.083 -0.357
H -2.511 -0.721 -1.078 0.265 -1.521 -0.473
H -0.653 0.686 -2.263 -1.983 -0.475 -0.042
H 0.978 -1.251 -1.951 0.463 -1.745 0.491
H 1.154 0.245 -2.516 0.700 0.542 1.469
O -1.112 -1.930 -0.131 0.410 -4.246 -1.801
O -0.906 0.686 -0.276 1.217 1.599 3.341
S 1.567 0.051 -0.014 1.011 0.483 1.011
S 0.090 1.301 2.253 -0.458 -0.168 -1.583
```
Positions in Å, forces in eV/Å.

The HOMO-LUMO gap comes out at 5.55 eV.

***

Ordered energy relative to the best compared isomer or geometry (same formula, charge and spin) results: 231.2 540.5 690.3 765.7; unit kJ/mol.